1.
A cluster of 2 separate species, C5H11O3 in total in a non-equilibrium geometry, computed with ωB97M-V with the def2-TZVPD basis set.

Each atom is followed by the atoms it is bonded to, with distances in Å.
Geometry (Å):
1 C -0.209 1.544 0.929  C2 1.542, C3 1.545, O4 1.406, H5 1.088
2 C -0.636 0.275 1.694  C1 1.542, H6 1.099, H11 1.098, H12 1.094
3 C 1.317 1.576 0.690  C1 1.545, H7 1.085, H8 1.097, H9 1.117
4 O -0.824 1.597 -0.334  C1 1.406, H10 1.010
5 H -0.396 2.465 1.476  C1 1.088
6 H 0.173 -0.422 1.956  C2 1.099
7 H 1.971 1.411 1.540  C3 1.085
8 H 1.695 1.307 -0.304  C3 1.097
9 H 1.577 2.645 0.493  C3 1.117
10 H -0.797 0.695 -0.788  O4 1.010
11 H -1.312 -0.374 1.120  C2 1.098
12 H -1.207 0.644 2.551  C2 1.094
13 C 0.440 -2.103 -1.786  C14 1.580, H17 1.094, H18 1.076, H19 1.085
14 C -1.025 -1.693 -1.357  C13 1.580, O15 1.274, O16 1.229
15 O -1.291 -0.491 -1.685  C14 1.274
16 O -1.716 -2.512 -0.754  C14 1.229
17 H 0.790 -2.715 -0.949  C13 1.094
18 H 0.961 -1.162 -1.794  C13 1.076
19 H 0.489 -2.687 -2.699  C13 1.085

The value obtained for the energy is -11506.8878 eV. The highest occupied orbital energy comes out at -0.1672 Ha. The value obtained for the frontier orbital gap is 8.409 eV. The spin multiplicity is 1. As for the charge: -1. The calculation puts the largest force on an atom at 2.98 eV/Å.

=====

2.
The ion C5H11O3 with charge -1 in a non-equilibrium geometry, computed with ωB97M-V with the def2-TZVPD basis set.

Each atom is followed by the atoms it is bonded to, with distances in Å.
Geometry (Å):
1 C -1.037 2.555 -2.440  O2 1.407, H9 1.097, H10 1.104, H11 1.102
2 O -0.619 1.734 -3.503  C1 1.407, C3 1.412
3 C -0.934 0.365 -3.359  O2 1.412, C4 1.520, H12 1.102, H13 1.104
4 C 0.259 -0.496 -2.973  C3 1.520, O5 1.403, H14 1.105, H15 1.106
5 O 0.750 -0.256 -1.681  C4 1.403, C6 1.481
6 C 2.017 -0.929 -1.314  O5 1.481, C7 1.522, H16 1.105, H17 1.108
7 C 2.444 -0.691 0.127  C6 1.522, O8 1.348, H18 1.165, H19 1.123
8 O 2.636 0.587 0.511  C7 1.348
9 H -0.700 3.577 -2.659  C1 1.097
10 H -2.137 2.556 -2.346  C1 1.104
11 H -0.601 2.232 -1.480  C1 1.102
12 H -1.314 0.003 -4.328  C3 1.102
13 H -1.739 0.234 -2.615  C3 1.104
14 H -0.066 -1.550 -3.030  C4 1.105
15 H 1.061 -0.360 -3.722  C4 1.106
16 H 2.807 -0.550 -1.989  C6 1.105
17 H 1.922 -2.016 -1.509  C6 1.108
18 H 1.507 -1.232 0.557  C7 1.165
19 H 3.326 -1.368 0.286  C7 1.123

The value obtained for the energy is -11503.9178 eV. The highest occupied orbital energy comes out at -0.0839 Ha. The value obtained for the frontier orbital gap is 5.837 eV. The spin multiplicity is 1. Its structure (SMILES) is COCCOCC[O-]. As for the charge: -1. The calculation puts the largest force on an atom at 1.98 eV/Å.

=====

3.
A cluster of 2 separate species, C5H11O3 in total in a non-equilibrium geometry, computed with ωB97M-V with the def2-TZVPD basis set.

Each atom is followed by the atoms it is bonded to, with distances in Å.
Geometry (Å):
1 O 0.657 -2.220 2.217  C2 1.220
2 C 0.528 -2.049 1.016  O1 1.220, C3 1.484, H8 1.114
3 C -0.771 -1.735 0.372  C2 1.484, C4 1.555, H9 1.072, H10 1.093
4 C -0.714 -0.671 -0.761  C3 1.555, C5 1.508, H11 1.087, H12 1.090
5 C -0.854 0.749 -0.272  C4 1.508, C6 1.599, H13 1.100, H14 1.089
6 C -0.137 1.810 -1.231  C5 1.599, O7 1.337, H15 1.111, H16 1.110
7 O 1.000 2.291 -0.718  C6 1.337
8 H 1.476 -2.195 0.448  C2 1.114
9 H -1.427 -1.375 1.141  C3 1.072
10 H -1.170 -2.648 -0.078  C3 1.093
11 H -1.486 -0.925 -1.484  C4 1.087
12 H 0.235 -0.823 -1.274  C4 1.090
13 H -1.926 0.990 -0.226  C5 1.100
14 H -0.360 0.971 0.673  C5 1.089
15 H 0.041 1.261 -2.180  C6 1.111
16 H -0.941 2.561 -1.376  C6 1.110
17 H 1.458 0.990 1.721  O19 0.967
18 H 2.114 1.569 0.528  O19 0.979
19 O 2.276 1.449 1.486  H17 0.967, H18 0.979

The value obtained for the energy is -11505.3388 eV. The highest occupied orbital energy comes out at -0.1096 Ha. The value obtained for the frontier orbital gap is 6.589 eV. The spin multiplicity is 1. As for the charge: -1. The calculation puts the largest force on an atom at 1.89 eV/Å.

=====

4.
A cluster of 2 separate species, C5H11O3 in total in a non-equilibrium geometry, computed with ωB97M-V with the def2-TZVPD basis set.

Each atom is followed by the atoms it is bonded to, with distances in Å.
Geometry (Å):
1 C -1.883 0.902 -0.497  C2 1.558, C3 1.520, O4 1.420, H5 1.085
2 C -1.389 1.345 0.912  C1 1.558, H6 1.094, H11 1.084, H12 1.090
3 C -0.929 1.381 -1.580  C1 1.520, H7 1.097, H8 1.092, H9 1.093
4 O -1.867 -0.518 -0.499  C1 1.420, H10 0.959
5 H -2.896 1.276 -0.598  C1 1.085
6 H -0.948 2.344 0.976  C2 1.094
7 H -1.353 1.258 -2.584  C3 1.097
8 H -0.621 2.426 -1.519  C3 1.092
9 H -0.012 0.787 -1.590  C3 1.093
10 H -0.958 -0.823 -0.468  O4 0.959
11 H -0.641 0.630 1.234  C2 1.084
12 H -2.281 1.348 1.539  C2 1.090
13 C 2.922 -1.869 0.622  C14 1.482, H17 1.088, H18 1.091, H19 1.082
14 C 1.478 -1.561 0.752  C13 1.482, O15 1.243, O16 1.265
15 O 0.708 -1.336 -0.197  C14 1.243
16 O 0.867 -1.598 1.860  C14 1.265
17 H 3.408 -1.836 1.594  C13 1.088
18 H 3.312 -1.282 -0.210  C13 1.091
19 H 3.083 -2.875 0.256  C13 1.082

The value obtained for the energy is -11503.6108 eV. The highest occupied orbital energy (spin up / spin down) comes out at -0.3457 / -0.3454 Ha. The value obtained for the frontier orbital gap (spin up / spin down) is 10.006 / 6.020 eV. The spin multiplicity is 2. The calculation puts the largest force on an atom at 2.26 eV/Å.